Version i
# H80O40

A cluster of 40 separate species, H80O40 in total (ωB97M-V/def2-TZVPD, the Open Molecules 2025 dataset).

LUMO in eV: -0.6
Frontier orbital gap in eV: 9.83

Structure (ORCA input):
```
! RIJCOSX wB97M-V def2-TZVPD def2/J DEFGRID3
* xyz 0 1
H 3.19 0.20 -3.01
H 2.25 -1.08 -2.54
O 3.04 -0.74 -2.98
H -0.70 -1.67 -1.16
H -1.09 -2.29 -2.54
O -1.39 -2.12 -1.65
H -1.78 1.24 -0.54
H -2.76 -0.08 -0.81
O -2.23 0.43 -0.17
H -0.89 -4.21 -3.87
H -0.74 -3.36 -5.05
O -0.29 -3.49 -4.11
H -1.78 0.47 3.52
H -0.84 0.82 4.66
O -1.32 1.25 3.94
H 0.89 4.46 -3.11
O 1.43 4.27 -3.91
H -1.11 -3.43 3.94
O -0.71 -3.00 3.19
H 3.08 4.46 -1.27
H 3.57 4.44 -2.64
O 3.53 5.04 -1.91
H -2.60 -0.55 -5.33
H -1.51 -1.00 -4.08
O -2.33 -0.93 -4.50
H -3.19 2.22 -3.29
H -1.98 2.43 -2.48
O -2.93 2.62 -2.42
H -3.14 3.54 4.13
H -2.84 2.09 4.23
O -3.61 2.69 4.11
H 0.89 -1.65 0.96
O 1.47 -2.41 0.90
H 0.87 5.03 1.57
H 0.01 3.85 1.63
O 0.71 4.30 2.15
H -0.56 2.57 2.72
H -2.05 2.83 2.19
O -1.19 2.50 1.97
H -4.32 -3.71 -0.19
H -5.57 -2.90 -0.04
O -5.29 -3.80 -0.31
H 2.41 -3.28 2.15
H 2.99 -4.63 2.48
O 2.35 -4.00 2.81
H 1.98 -1.38 -4.28
H 1.51 -2.39 -5.12
O 1.52 -1.42 -5.15
H -0.90 -5.14 -0.96
H 0.02 -6.10 -1.61
O -0.07 -5.13 -1.49
H 2.58 4.00 0.79
O 2.90 3.37 0.14
H -5.53 1.28 -0.56
H -4.22 1.71 -1.13
O -4.81 0.91 -1.17
H 5.74 1.79 1.61
O 6.40 1.80 0.89
H -4.52 -1.42 -2.90
H -4.22 -1.85 -4.35
O -4.86 -1.84 -3.64
H 4.87 -0.12 2.60
H 4.20 -0.75 3.99
O 4.84 -0.75 3.28
H -3.49 -3.59 -2.93
H -2.11 -3.67 -2.29
O -2.83 -4.26 -2.57
H 2.70 3.24 3.25
H 1.94 4.37 3.94
O 2.78 3.85 4.00
H 2.22 -3.48 4.80
H 1.52 -2.51 3.86
O 1.92 -2.56 4.72
H 1.16 -3.32 -2.99
H 2.34 -4.22 -2.37
O 2.08 -3.36 -2.74
H -0.09 -0.15 -3.52
H 0.62 0.26 -2.43
O 0.43 -0.62 -2.84
H 0.71 0.80 2.06
H 2.04 0.82 2.80
O 1.59 0.37 2.08
H 2.38 2.29 4.64
H 2.49 0.96 5.71
O 2.10 1.40 4.98
H 4.36 -1.28 -1.73
H 4.64 -2.38 -0.69
O 4.58 -1.43 -0.80
H -0.63 2.68 0.45
O -0.17 2.50 -0.40
H -0.95 1.94 -5.10
H -1.63 3.26 -4.84
O -1.27 2.49 -4.38
H 2.67 2.55 0.57
H 2.17 3.67 -3.81
H 6.01 2.24 0.12
H -1.31 -3.18 2.47
H 0.94 -3.08 0.46
H 0.03 3.39 -0.74
O -3.00 -0.40 2.65
H -2.61 -0.40 1.78
H -3.88 -0.77 2.51
O 2.04 -5.20 0.28
H 1.81 -5.22 1.26
H 1.18 -5.16 -0.15
O 2.80 0.47 -0.19
H 2.33 0.15 0.62
H 3.53 -0.12 -0.47
O -4.03 2.48 1.38
H -3.47 1.82 0.90
H -3.84 2.19 2.28
O -6.16 -0.89 0.12
H -5.39 -0.44 -0.32
H -6.65 -1.22 -0.66
O 0.13 -0.49 5.28
H 0.93 -0.28 5.78
H 0.12 -1.46 5.17
O 0.79 6.01 -0.50
H 1.67 6.08 -0.91
H 0.40 6.84 -0.80
*
```

***

Version ii
# H80O40

A cluster of 40 separate species, H80O40 in total (ωB97M-V/def2-TZVPD, the Open Molecules 2025 dataset).

LUMO in eV: -0.7
Frontier orbital gap in eV: 9.70

Structure (ORCA input):
```
! RIJCOSX wB97M-V def2-TZVPD def2/J DEFGRID3
* xyz 0 1
H 2.32 4.84 1.51
H 2.14 6.44 1.23
O 2.55 5.57 0.88
H 3.62 1.02 -4.61
H 4.84 1.75 -4.66
O 4.27 1.20 -5.20
H -4.70 0.74 -0.17
H -4.04 -0.24 0.98
O -3.86 0.45 0.23
H -2.51 2.33 2.78
H -1.00 2.44 1.98
O -1.61 2.54 2.69
H -1.76 0.72 -4.22
H -0.97 -0.43 -3.79
O -0.91 0.28 -4.45
H -0.93 3.77 -5.60
O -0.62 3.20 -4.95
H 1.46 -0.51 2.36
O 1.91 -0.19 3.16
H 1.53 -2.80 5.68
H 2.76 -1.98 5.72
O 1.84 -1.97 5.34
H 3.36 1.91 3.63
H 4.54 2.47 4.48
O 3.88 2.71 3.72
H 0.05 -2.28 2.85
H -0.85 -2.13 1.48
O -0.08 -2.08 1.94
H 3.55 -4.62 -1.46
H 2.74 -3.24 -1.03
O 2.73 -4.18 -1.29
H 0.91 3.38 3.10
O 0.89 2.92 2.31
H 0.37 -5.50 3.98
H 0.23 -4.16 3.34
O 0.88 -4.71 3.85
H -3.79 0.73 -2.61
H -4.98 1.31 -3.58
O -4.34 1.51 -2.82
H 1.03 2.11 -0.33
H 2.17 1.21 0.49
O 1.26 1.22 0.05
H 4.41 2.91 1.95
H 4.55 3.44 0.48
O 4.55 2.57 1.06
H -4.41 -2.90 -1.11
H -4.10 -3.66 -2.48
O -4.80 -3.27 -1.88
H 4.91 1.38 -1.02
H 3.63 2.11 -0.95
O 4.07 1.54 -1.52
H -3.33 -1.66 1.27
O -4.06 -2.29 1.17
H 4.50 -1.53 -0.33
H 4.68 -0.40 -1.42
O 4.74 -1.39 -1.28
H -3.37 5.25 0.20
O -3.06 6.09 0.55
H -1.21 -4.94 -1.46
H -0.68 -6.32 -0.77
O -0.84 -5.38 -0.61
H -0.38 1.08 -0.37
H -2.06 1.12 -0.14
O -1.25 0.65 -0.40
H -6.00 -0.78 -2.17
H -4.69 -1.44 -1.99
O -5.22 -0.95 -2.59
H -1.87 -1.20 -0.99
H -2.24 -0.19 -1.75
O -2.49 -1.10 -1.74
H 3.19 -2.17 2.72
H 4.49 -3.11 2.45
O 3.91 -2.43 2.19
H 1.60 -3.05 -2.51
H 0.10 -3.65 -2.11
O 0.73 -3.39 -2.80
H -1.12 -0.36 1.10
H -1.66 0.46 2.27
O -1.86 -0.28 1.74
H 0.31 1.48 5.24
H 0.63 0.12 5.95
O 0.20 0.56 5.26
H 4.06 -0.60 4.49
H 4.77 0.40 3.69
O 4.97 -0.25 4.39
H 0.61 -1.22 -0.96
H 1.63 -0.41 -1.39
O 1.56 -1.24 -0.86
H -2.78 -4.75 4.08
O -2.09 -4.05 3.96
H 0.73 -5.29 -3.94
H 1.04 -5.47 -2.47
O 0.57 -5.92 -3.23
H -3.56 -3.06 1.10
H 0.35 3.10 -5.09
H -2.17 6.35 0.44
H 1.30 -0.24 3.92
H 1.42 2.15 2.43
H -1.59 -3.99 4.83
O -2.94 1.02 4.79
H -2.08 1.28 4.41
H -2.73 0.17 5.13
O -6.51 1.20 -0.80
H -6.59 0.87 -1.72
H -5.56 1.44 -1.09
O 1.35 -3.35 -5.40
H 2.25 -3.06 -5.22
H 1.11 -3.70 -4.57
O 1.59 5.73 -1.82
H 1.63 6.11 -0.90
H 0.61 5.46 -2.00
O -2.65 4.19 -2.73
H -2.70 3.95 -3.67
H -2.98 3.42 -2.30
O 3.80 4.52 -0.97
H 2.95 4.92 -1.17
H 4.24 4.29 -1.76
O -3.53 -1.16 -4.44
H -3.45 -1.60 -5.33
H -4.08 -1.83 -4.01
*
```

***

Version iii
# H80O40

A cluster of 40 separate species, H80O40 in total (ωB97M-V/def2-TZVPD, the Open Molecules 2025 dataset).

LUMO in eV: -0.6
Frontier orbital gap in eV: 9.36

Structure (ORCA input):
```
! RIJCOSX wB97M-V def2-TZVPD def2/J DEFGRID3
* xyz 0 1
H -3.13 -0.92 4.53
H -3.20 -2.33 4.76
O -3.23 -1.74 4.01
H -0.30 3.72 -1.25
H -1.57 3.11 -1.80
O -1.18 3.48 -0.96
H -0.39 -2.23 -1.75
H 0.26 -0.86 -1.30
O 0.41 -1.78 -1.55
H -3.70 -3.69 2.10
H -3.98 -2.30 2.43
O -4.30 -2.98 1.84
H 2.25 1.18 -5.41
H 1.42 0.42 -4.48
O 1.60 1.33 -4.68
H 2.30 -0.01 4.73
O 2.93 0.40 4.17
H -1.13 0.10 2.03
O -1.17 -0.06 2.95
H -0.80 -0.84 1.11
H 0.93 -1.16 0.65
O 0.12 -1.53 1.07
H 0.33 -5.14 -3.43
H 1.48 -4.47 -3.01
O 1.00 -4.53 -3.82
H 2.41 -6.17 1.70
H 0.85 -6.05 1.53
O 1.55 -5.84 2.17
H -0.08 -2.46 -4.52
H 0.39 -1.39 -3.58
O 0.50 -1.73 -4.44
H 0.10 -4.75 -1.28
O 1.01 -5.01 -1.03
H 1.98 5.66 3.23
H 1.85 4.25 3.82
O 2.34 4.73 3.18
H -4.22 2.22 2.13
H -4.70 1.48 0.95
O -4.95 2.21 1.54
H -4.92 -1.78 -3.09
H -3.83 -2.38 -3.68
O -4.22 -1.48 -3.66
H -1.75 4.64 -3.51
H -3.03 5.00 -2.94
O -2.57 5.16 -3.75
H 0.01 -1.05 -6.20
H -0.65 0.16 -5.77
O 0.14 -0.04 -6.34
H -1.03 0.98 4.42
H 0.41 1.60 4.08
O -0.42 1.68 4.66
H -0.15 3.98 2.36
O 0.47 3.87 1.54
H -2.80 3.40 0.79
H -1.53 2.86 1.32
O -2.45 2.73 1.42
H -5.45 -0.90 -0.51
O -4.59 -1.01 -1.02
H 0.75 2.30 1.90
H 1.81 1.15 2.35
O 0.91 1.43 2.33
H 2.73 -2.16 -1.92
H 2.57 -1.20 -0.91
O 2.84 -2.11 -0.96
H -1.45 1.20 -2.27
H -1.29 1.39 -0.89
O -1.90 0.91 -1.50
H 2.70 -2.16 -4.79
H 3.95 -1.40 -5.58
O 3.56 -1.79 -4.84
H 0.14 3.81 -4.13
H 0.34 4.23 -2.58
O -0.25 3.87 -3.25
H -3.33 2.30 -2.33
H -3.30 2.44 -3.83
O -2.85 2.74 -3.04
H -1.23 -3.45 3.77
H 0.21 -3.85 4.22
O -0.73 -3.96 4.42
H -1.81 4.50 3.87
H -0.58 4.02 4.76
O -0.98 4.75 4.28
H -2.32 -3.65 -1.93
H -2.42 -5.26 -1.91
O -1.96 -4.47 -1.57
H 1.30 -2.77 2.54
H 1.59 -1.43 2.45
O 1.65 -2.08 3.15
H -2.42 -1.29 -3.28
O -2.11 -1.94 -2.64
H -2.83 -2.57 -0.12
H -1.33 -2.31 0.28
O -2.16 -1.89 -0.09
H 1.34 4.04 1.96
H 3.64 -0.14 3.81
H -4.07 -1.26 -0.24
H -0.16 0.02 3.10
H 0.82 -4.41 -0.26
H -2.27 -1.44 -1.70
O 1.40 -1.37 5.72
H 0.83 -1.01 6.37
H 1.18 -1.14 4.80
O 1.71 0.63 -1.71
H 2.12 0.49 -2.59
H 1.42 1.49 -1.41
O 2.30 3.00 5.38
H 2.57 2.34 4.68
H 1.83 2.21 5.84
O 5.35 -2.88 -1.14
H 4.42 -2.62 -1.21
H 5.67 -3.33 -1.89
O 6.10 -0.32 -0.41
H 6.63 -0.85 -0.96
H 5.45 -0.95 -0.06
O 0.30 5.71 -1.18
H 1.13 6.10 -1.06
H -0.03 5.23 -0.42
O 3.86 2.19 -0.18
H 3.82 3.09 -0.41
H 4.71 1.85 0.10
*
```

***

Version iv
# H80O40

A cluster of 40 separate species, H80O40 in total (ωB97M-V/def2-TZVPD, the Open Molecules 2025 dataset).

LUMO in eV: -0.7
Frontier orbital gap in eV: 9.47

Structure (ORCA input):
```
! RIJCOSX wB97M-V def2-TZVPD def2/J DEFGRID3
* xyz 0 1
H -0.31 -4.75 -2.31
H -1.87 -4.10 -2.23
O -1.06 -4.30 -2.77
H -2.87 1.67 4.81
H -2.13 3.14 4.74
O -2.26 2.31 5.12
H 0.85 -1.75 -3.74
H 2.00 -1.00 -4.26
O 1.53 -1.14 -3.39
H -1.42 5.27 1.76
H -1.86 5.20 3.09
O -1.03 5.18 2.60
H 3.27 3.55 -5.05
H 4.18 3.31 -3.79
O 3.31 3.21 -4.16
H -0.72 0.78 -2.97
O 0.00 0.64 -2.34
H 5.38 3.43 -0.38
O 5.46 3.53 -1.32
H -4.94 -0.56 -4.16
H -3.95 -1.26 -5.16
O -4.19 -0.40 -4.81
H -0.18 2.72 -0.10
H 0.94 3.31 0.66
O 0.27 2.66 0.78
H -2.24 -1.28 -1.78
H -2.94 -1.93 -0.71
O -3.09 -1.26 -1.36
H -2.20 -1.13 -4.78
H -1.32 -1.99 -4.16
O -1.32 -1.07 -4.35
H -5.96 -0.51 -0.55
O -5.87 -0.42 0.39
H 4.83 0.99 1.19
H 3.57 1.90 1.41
O 3.89 1.09 0.91
H -0.16 -3.68 -4.25
H -0.14 -3.10 -5.77
O 0.30 -3.11 -4.88
H -0.32 -2.71 -1.66
H 1.11 -2.45 -1.08
O 0.20 -2.72 -0.88
H -2.13 -4.82 0.04
H -3.64 -4.49 -0.02
O -2.75 -4.26 -0.39
H 3.60 -0.16 -3.87
H 3.45 1.32 -4.31
O 3.41 0.43 -4.59
H -5.13 -0.88 1.74
H -3.57 -0.89 1.91
O -4.40 -1.24 2.36
H -4.86 3.73 -2.79
O -4.33 4.52 -2.63
H -2.30 -3.02 2.92
H -0.72 -3.35 3.00
O -1.40 -2.68 2.93
H 2.47 -0.25 4.19
O 2.18 -0.84 3.45
H 2.47 4.57 0.07
H 2.33 3.75 -1.22
O 2.39 3.63 -0.27
H -1.52 0.50 1.09
H -1.73 1.86 1.90
O -2.02 0.90 1.84
H 3.98 2.13 -1.82
H 4.63 1.05 -1.13
O 4.37 1.27 -2.02
H 1.36 1.87 6.00
H 0.86 3.20 5.17
O 1.46 2.78 5.79
H 4.78 -1.52 0.74
H 6.17 -1.49 1.37
O 5.67 -1.97 0.71
H -3.47 1.47 -1.53
H -2.63 1.67 -0.26
O -3.27 2.09 -0.85
H -4.92 -0.96 4.19
H -3.55 -1.39 4.74
O -4.42 -1.08 5.02
H 4.27 -3.04 1.62
H 4.12 -3.72 2.96
O 4.54 -3.82 2.07
H -2.54 -4.82 2.38
H -3.85 -3.75 2.56
O -3.47 -4.70 2.51
H 3.61 2.91 3.65
H 3.45 4.13 2.82
O 3.99 3.28 2.84
H 0.84 -0.48 -1.17
O 0.77 -0.34 -0.16
H -1.97 2.06 -4.44
H -3.37 2.62 -4.93
O -2.47 2.77 -4.81
H -4.53 4.87 -1.72
H 0.85 0.72 -2.76
H 2.92 -0.59 2.82
H 4.61 3.82 -1.64
H -6.13 0.55 0.52
H 0.03 -0.93 0.00
O 2.56 -1.84 0.53
H 2.23 -1.77 1.40
H 2.14 -1.27 -0.14
O -2.57 4.58 -0.03
H -3.09 4.95 -0.77
H -2.81 3.66 0.06
O 1.88 -4.40 1.34
H 2.82 -4.67 1.56
H 1.99 -3.57 0.83
O 1.20 -5.22 -1.84
H 1.30 -5.99 -1.33
H 1.52 -4.44 -1.36
O 1.20 5.64 1.22
H 0.78 5.66 2.13
H 1.09 6.57 1.02
O 0.36 1.40 3.95
H 0.06 1.54 3.03
H 0.60 0.39 3.98
O -0.62 -5.23 1.84
H -0.93 -6.00 1.41
H 0.29 -4.77 1.61
*
```

***

Among the structures shown above, version i is the most stable, with the second-best lying 43.3 kcal/mol higher.